Entry 1:
{
  "formula": "C36H38N4O2TeY",
  "method": "ωB97M-V/def2-TZVPD",
  "symbols": ["Y", "C", "C", "C", "C", "C", "N", "C", "C", "C", "N", "C", "C", "C", "C", "C", "C", "C", "C", "N", "C", "C", "C", "N", "C", "C", "C", "C", "O", "C", "O", "H", "H", "H", "H", "H", "H", "H", "H", "H", "H", "H", "H", "H", "H", "H", "H", "H", "H", "H", "H", "H", "H", "H", "H", "H", "H", "H", "H", "C", "C", "C", "C", "C", "C", "H", "H", "H", "H", "H", "Te", "C", "C", "C", "C", "C", "C", "H", "H", "H", "H", "H"],
  "positions_angstrom": [[-1.265, 0.081, 0.602], [1.327, -2.910, -5.869], [0.863, -1.995, -4.764], [1.050, -0.646, -4.790], [0.637, 0.225, -3.743], [0.994, 1.576, -4.006], [1.201, 2.609, -3.253], [1.358, 2.708, -1.792], [2.820, 2.616, -1.364], [3.451, 1.246, -1.570], [2.901, 0.254, -0.641], [3.610, -0.536, 0.101], [3.083, -1.494, 1.005], [3.981, -2.293, 1.744], [3.548, -3.225, 2.649], [4.491, -4.102, 3.433], [2.155, -3.342, 2.805], [1.232, -2.575, 2.128], [-0.193, -2.833, 2.367], [-1.173, -2.161, 1.921], [-2.514, -2.683, 2.248], [-3.496, -2.414, 1.122], [-3.017, -2.816, -0.261], [-2.012, -1.884, -0.831], [-1.301, -2.378, -1.757], [-0.373, -1.696, -2.660], [0.131, -2.483, -3.670], [-0.123, -0.279, -2.626], [-0.600, 0.470, -1.718], [1.680, -1.613, 1.186], [0.877, -0.862, 0.529], [2.095, -2.434, -6.479], [0.501, -3.186, -6.529], [1.746, -3.834, -5.467], [1.564, -0.208, -5.642], [1.162, 1.797, -5.058], [1.425, 3.455, -3.760], [0.733, 1.958, -1.328], [0.959, 3.671, -1.491], [2.843, 2.880, -0.305], [3.422, 3.358, -1.896], [4.528, 1.288, -1.420], [3.281, 0.886, -2.587], [1.886, 0.162, -0.500], [4.689, -0.448, 0.006], [5.047, -2.157, 1.582], [5.514, -3.731, 3.375], [4.486, -5.126, 3.054], [4.209, -4.140, 4.486], [1.778, -4.079, 3.511], [-0.395, -3.721, 2.975], [-2.870, -2.178, 3.144], [-2.459, -3.758, 2.449], [-3.778, -1.355, 1.137], [-4.415, -2.959, 1.338], [-3.872, -2.812, -0.938], [-2.617, -3.835, -0.251], [-1.418, -3.444, -1.986], [-0.097, -3.546, -3.641], [1.315, 4.405, 1.764], [1.770, 3.152, 2.158], [1.052, 2.010, 1.810], [-0.118, 2.046, 1.032], [-0.543, 3.334, 0.665], [0.141, 4.494, 1.020], [1.853, 5.300, 2.049], [2.672, 3.069, 2.757], [1.437, 1.055, 2.167], [-1.443, 3.458, 0.060], [-0.240, 5.467, 0.726], [-2.720, 0.786, 3.141], [-4.274, 2.115, 2.593], [-4.012, 3.370, 2.047], [-5.056, 4.225, 1.710], [-6.374, 3.842, 1.923], [-6.641, 2.597, 2.481], [-5.599, 1.737, 2.814], [-2.987, 3.695, 1.912], [-4.836, 5.201, 1.290], [-7.186, 4.511, 1.667], [-7.665, 2.293, 2.662], [-5.817, 0.769, 3.247]],
  "total_charge": 1,
  "homo_energy_ev": -8.682
}



Entry 2:
{
  "formula": "C4H14N2OS",
  "method": "ωB97M-V/def2-TZVPD",
  "symbols": ["N", "C", "C", "N", "C", "C", "S", "H", "H", "H", "H", "H", "H", "H", "H", "H", "H", "H", "H", "O", "H", "H"],
  "positions_angstrom": [[2.389, 0.900, -0.911], [1.049, 0.927, -0.405], [0.234, -0.362, -0.673], [-0.094, -0.546, -2.097], [-1.101, -0.473, 0.134], [-0.948, -1.399, 1.321], [-0.429, -3.085, 0.944], [2.985, 0.172, -0.590], [2.756, 1.821, -1.081], [0.869, 1.130, 0.669], [0.604, 1.844, -0.831], [0.965, -1.088, -0.306], [-0.497, 0.306, -2.419], [0.682, -0.885, -2.651], [-1.782, -0.882, -0.611], [-1.409, 0.519, 0.474], [-1.938, -1.518, 1.788], [-0.344, -1.012, 2.142], [-1.249, -3.363, -0.069], [-0.931, 2.041, 2.025], [-0.197, 2.513, 1.658], [-1.613, 2.441, 1.487]],
  "homo_energy_ev": -8.623
}



Entry 3:
{
  "formula": "CH11NO5",
  "method": "ωB97M-V/def2-TZVPD",
  "symbols": ["N", "C", "O", "H", "H", "H", "O", "H", "H", "O", "H", "H", "O", "H", "H", "O", "H", "H"],
  "positions_angstrom": [[-1.157, -1.328, -1.145], [-1.944, -0.847, -2.150], [-2.364, 0.350, -2.272], [-0.922, -2.368, -1.047], [-0.889, -0.787, -0.334], [-2.043, -1.552, -2.991], [1.368, -1.433, 1.448], [0.566, -1.956, 1.490], [0.893, -0.551, 1.706], [2.442, 1.719, 1.674], [3.117, 1.083, 1.303], [1.672, 1.490, 1.156], [-1.379, 0.594, 1.765], [-1.470, 1.261, 2.456], [-1.140, 1.163, 1.078], [1.045, 1.149, -0.980], [1.346, 0.352, -1.454], [0.860, 1.661, -1.700]],
  "homo_energy_ev": -10.161
}



Entry 4:
{
  "formula": "C4H5N3",
  "method": "ωB97M-V/def2-TZVPD",
  "symbols": ["N", "C", "C", "C", "N", "H", "H", "C", "N", "H", "H", "H"],
  "positions_angstrom": [[2.130, -0.798, -2.025], [1.760, -0.360, -1.019], [1.322, 0.161, 0.221], [1.454, 1.419, 0.524], [1.301, 2.567, 0.923], [0.862, -0.410, 1.017], [0.348, 2.752, 0.565], [-2.160, -0.920, 0.143], [-0.928, -1.206, 0.143], [-2.759, -1.093, -0.744], [-2.700, -0.612, 1.049], [-0.629, -1.499, -0.797]],
  "homo_energy_ev": -9.625
}



Entry 5:
{
  "formula": "C3H4S2",
  "method": "ωB97M-V/def2-TZVPD",
  "symbols": ["C", "C", "C", "S", "S", "H", "H", "H", "H"],
  "positions_angstrom": [[1.777, -1.765, -0.437], [1.733, -0.802, 0.286], [-1.083, 0.687, 0.810], [-1.533, 2.155, 0.018], [-1.240, -0.622, -0.162], [1.859, -2.775, -0.747], [-1.366, 3.034, 1.079], [1.422, 0.158, 0.502], [-1.568, -0.071, -1.350]],
  "homo_energy_ev": -9.164
}



Entry 6:
{
  "formula": "C4H10NO4",
  "method": "ωB97M-V/def2-TZVPD",
  "symbols": ["C", "C", "N", "O", "C", "O", "C", "O", "O", "H", "H", "H", "H", "H", "H", "H", "H", "H", "H"],
  "positions_angstrom": [[0.762, -1.153, -0.821], [-0.136, 0.167, -0.713], [-1.555, -0.164, -1.318], [0.230, 1.214, -1.597], [-0.317, 0.552, 0.743], [-1.594, 0.065, 1.293], [0.804, 0.254, 1.779], [0.524, -0.468, 2.669], [1.913, 0.815, 1.471], [0.433, -1.956, -0.298], [0.710, -1.445, -1.816], [1.736, -0.938, -0.585], [-2.274, -0.436, -0.628], [-1.504, -0.796, -2.130], [-1.722, 0.825, -1.581], [1.177, 1.359, -1.623], [-0.303, 1.719, 0.754], [-1.526, -0.346, 2.267], [2.642, 0.731, 2.134]],
  "total_charge": 1,
  "homo_energy_ev": -14.695
}



The records above give, respectively, orbital gap values of 5.246 9.222 10.461 10.140 9.091 11.485 eV.
The records above give, respectively, relative energy (zero: lowest compared OMol25 entry of this formula, charge and spin) values of 2.6 77.8 137.3 347.2 425.0 83.4 kJ/mol.